Computed, not measured: a molecular structure, C41H55ClIrN3O3SSi4 in a non-equilibrium geometry, with ωB97M-V/def2-TZVPD.

Geometry as XYZ:
```
109
Properties=species:S:1:pos:R:3
Ir 0.1397 0.0601 -0.1009
Cl -0.8153 -0.9899 7.0499
C -0.7059 -1.1064 5.3346
C -0.3308 -2.3121 4.7475
C -0.1772 -2.3651 3.3818
C -0.3893 -1.2600 2.5334
O -0.1662 -1.4375 1.2575
C -0.8284 -0.0366 3.1501
C -1.0950 1.1836 2.4811
N -0.9856 1.4203 1.1964
C -1.0323 2.6652 0.6372
C -1.5186 3.8101 1.2943
C -1.4774 5.0445 0.6795
C -0.9786 5.1828 -0.6012
C -0.5123 4.0667 -1.3109
C -0.0461 4.1508 -2.6422
C 0.4275 3.0156 -3.2671
C 0.4507 1.8180 -2.5757
N -0.0007 1.6933 -1.3146
C -0.5085 2.7892 -0.6813
C -0.9514 -0.0033 4.5534
H -0.1344 -3.1781 5.3568
H 0.1738 -3.2746 2.9220
H -1.3413 2.0131 3.1413
H -1.9279 3.7358 2.2901
H -1.8309 5.9134 1.2153
H -0.9408 6.1521 -1.0705
H -0.0755 5.0946 -3.1620
H 0.8008 3.0481 -4.2784
H 0.8261 0.9127 -3.0211
H -1.2230 0.9281 5.0253
O 2.3761 -0.4376 -1.7267
C 3.4574 0.1316 -1.7361
C 3.6655 1.5467 -2.1971
C 3.9147 1.3685 -3.7148
C 5.0396 0.3915 -4.1035
C 4.7313 -1.1022 -3.8811
C 4.9730 -1.5903 -2.4405
N 4.6479 -0.5165 -1.5156
H 4.5357 1.9957 -1.7204
H 2.7990 2.1829 -2.0303
H 4.1518 2.3467 -4.1357
H 2.9888 1.0287 -4.1845
H 5.9676 0.6681 -3.6009
H 5.2140 0.5256 -5.1723
H 5.3301 -1.7020 -4.5678
H 3.6838 -1.2669 -4.1329
H 6.0154 -1.8585 -2.2795
H 4.3586 -2.4618 -2.2180
H 5.4170 0.1373 -1.4412
C -4.1023 -3.2160 -1.7845
Si -3.2623 -1.9388 -0.6376
C -3.4685 -2.5870 1.1449
C -4.1445 -0.2551 -0.8522
Si -1.0485 -1.4055 -1.5784
Si 0.1020 -3.9427 -1.4446
C 1.9110 -3.4694 -1.7121
C -0.6483 -4.9380 -2.8772
C -0.3678 -4.6744 0.2343
Si -1.1498 -1.0531 -4.0206
C -2.1134 0.5942 -4.2103
C 0.5503 -1.0103 -4.9094
C -2.1648 -2.3573 -4.9862
H -5.1544 -3.3018 -1.5308
H -3.6667 -4.2048 -1.6949
H -4.0440 -2.9239 -2.8255
H -4.5228 -2.6153 1.4149
H -2.9589 -1.9636 1.8726
H -3.0796 -3.5948 1.2561
H -5.1539 -0.2700 -0.4490
H -4.2183 0.0107 -1.9029
H -3.6048 0.5425 -0.3492
H 2.1252 -3.3399 -2.7698
H 2.5782 -4.2369 -1.3287
H 2.1451 -2.5349 -1.2067
H -0.4640 -4.4589 -3.8322
H -1.7186 -5.0726 -2.7628
H -0.1987 -5.9261 -2.9192
H -0.2592 -3.9301 1.0160
H 0.2674 -5.5230 0.4829
H -1.3961 -5.0232 0.2416
H -2.0166 1.2307 -3.3360
H -3.1718 0.3932 -4.3553
H -1.7759 1.1723 -5.0665
H 1.3735 -1.1269 -4.2121
H 0.6985 -0.0732 -5.4400
H 0.6257 -1.8132 -5.6391
H -3.2032 -2.3623 -4.6737
H -1.7844 -3.3659 -4.8781
H -2.1539 -2.1220 -6.0485
C 1.4217 3.2238 8.1129
C 2.4687 4.2234 7.7713
O 2.4262 5.4021 7.8664
S 4.0311 3.3752 7.2211
C 3.4284 2.6544 5.7227
C 2.6537 3.4152 4.8465
C 2.2638 2.8782 3.6414
C 2.6443 1.5761 3.2850
C 3.4185 0.8218 4.1750
C 3.8086 1.3580 5.3824
C 2.1817 1.0451 2.0667
C 1.7204 0.6322 1.0166
H 0.4955 3.7194 8.3956
H 1.7859 2.6274 8.9502
H 1.2492 2.5473 7.2784
H 2.3783 4.4278 5.1065
H 1.6755 3.4611 2.9477
H 3.6983 -0.1859 3.9077
H 4.4029 0.7820 6.0755
```

Values from the calculation:
- E_HOMO (spin up / spin down) (eV) = -9.90 / -9.83
- 2S+1 = 2
- total charge = +1